1.
C2H7N3 | wB97M-V/def2-TZVPD

```
12
Properties=species:S:1:pos:R:3:forces:R:3
H -0.773 1.932 -0.439 -1.142 1.032 -0.060
H -1.455 -1.496 -0.137 0.343 -1.772 -0.409
H 0.977 -1.639 -0.421 -0.151 -0.987 0.273
H 2.829 -0.618 0.243 -0.050 0.445 -0.604
N 0.035 1.440 -0.186 1.768 1.710 2.349
N -0.193 0.099 -0.491 1.822 -0.206 0.986
H 0.477 1.792 0.847 -1.771 -2.041 -3.412
H -1.326 -0.411 1.159 -0.739 0.427 0.278
N 2.132 0.100 -0.016 -2.368 -2.648 0.444
H -2.313 -0.137 -0.387 -0.474 1.103 0.038
C 1.022 -0.591 -0.250 1.392 3.077 -0.362
C -1.413 -0.471 0.078 1.370 -0.139 0.479
```
Forces are in eV/Å.

The structure (SMILES) is [H]/N=C/N(C)N. The HOMO energy is -8.34 eV. Its spin multiplicity is 1. The frontier orbital gap comes out at 9.26 eV.

---

2.
C34H55F2N7O5 | wB97M-V/def2-TZVPD

```
103
Properties=species:S:1:pos:R:3:forces:R:3
H -7.795 1.706 0.794 -0.028 0.038 -0.095
H 0.191 -2.596 0.259 0.104 0.086 -0.635
C -5.042 5.993 0.257 0.145 -0.135 -0.264
H 6.782 -4.503 -3.398 0.104 0.099 -0.002
H -2.829 -3.414 5.487 -0.025 -0.003 -0.024
H -1.817 -5.363 3.353 0.112 0.023 -0.004
C 2.954 -0.120 0.297 0.343 1.472 -0.285
N 2.667 -1.996 -1.463 2.522 1.651 1.545
O 4.505 1.837 0.462 -0.351 -0.142 -0.554
N 7.366 0.264 2.017 -0.020 0.007 -0.086
C -7.227 1.031 0.151 0.218 0.225 -0.146
C -2.966 -4.077 4.630 -0.034 -0.031 -0.005
C -10.352 6.170 -0.987 -0.021 -0.101 0.389
H 2.731 -3.397 0.878 0.427 -0.143 -0.458
H 8.997 -7.576 -3.599 0.002 -0.007 0.032
H 7.390 2.526 -0.706 -0.019 0.080 0.124
H 2.337 0.747 0.621 0.150 -0.568 -0.278
C 7.819 1.258 1.661 0.097 0.304 0.195
C -5.776 4.669 2.204 0.074 0.310 0.196
H -5.429 -1.102 -0.191 0.059 -0.003 -0.026
N -7.084 2.070 -2.256 0.042 -0.018 0.123
H 2.954 -0.807 1.162 -0.058 0.035 -0.695
H 9.255 1.578 -2.038 0.036 0.012 0.027
N 9.134 -4.169 -1.311 -0.110 -0.077 -0.039
H -4.562 3.897 -0.084 0.011 0.023 0.031
O 0.897 1.783 -2.878 0.427 -0.447 -0.339
C -1.508 -1.985 -0.848 -0.194 0.414 0.260
H 5.122 -0.099 0.616 -0.360 0.170 -0.460
H 8.848 0.494 -0.716 0.033 0.022 0.061
H 10.283 1.524 -0.602 -0.017 -0.039 -0.019
H -5.810 6.765 2.130 -0.041 -0.090 0.077
H 7.797 3.355 1.605 -0.014 -0.082 0.083
H 6.603 -6.549 -1.989 -0.032 0.090 -0.055
H 4.652 0.347 -1.037 -0.191 0.751 0.405
C 1.124 0.739 -2.371 -0.548 -0.170 0.344
C 0.030 -2.164 -0.745 -0.543 -0.057 -0.201
O 0.112 -0.114 -1.905 2.737 0.691 -0.085
H -4.062 4.974 -1.378 0.024 -0.017 0.028
C -5.824 0.830 0.721 0.382 -0.260 -0.080
H -9.901 2.813 -0.167 0.012 0.009 -0.054
C -10.764 4.730 -0.665 0.064 -0.285 0.086
H -3.147 4.938 0.133 -0.016 -0.032 -0.016
C 8.412 2.592 -0.326 0.096 -0.114 -0.308
C -5.175 5.948 1.783 -0.214 -0.195 -0.219
N -6.250 3.675 2.532 -0.007 0.034 -0.106
C -0.585 -3.653 3.830 -0.344 -0.081 -0.322
H 0.307 -2.847 -1.562 0.325 0.432 0.400
H -4.794 0.270 -1.115 -0.060 -0.024 -0.007
H -6.031 5.916 -0.201 -0.025 0.078 0.108
H -11.314 4.319 -1.514 -0.013 0.125 -0.020
C 0.723 -0.774 -0.808 -3.661 -0.710 0.298
H 5.411 -3.613 -1.698 0.453 0.758 -0.055
H 8.014 -8.528 -2.482 0.019 0.012 -0.044
H -9.696 6.194 -1.859 0.034 0.034 0.050
H 4.210 -4.309 0.248 -0.341 0.336 0.160
O -2.239 -1.718 0.040 -1.148 0.706 -5.029
H -11.443 4.721 0.191 -0.037 0.119 -0.065
H 4.373 -2.745 1.095 -0.163 -0.481 -0.349
N -1.426 -2.194 1.803 1.973 -1.216 4.911
H -3.419 -3.502 3.820 0.064 0.033 0.016
C 8.377 -7.523 -2.701 -0.021 -0.044 0.031
H 0.347 -4.144 3.545 0.014 0.098 -0.021
C 4.381 0.491 0.024 0.287 -1.605 0.955
H -1.257 -5.316 5.018 0.100 0.027 -0.059
H -8.873 3.810 -1.201 -0.016 -0.033 0.028
C 7.652 -5.144 -3.253 0.098 -0.118 0.496
F -1.998 -2.230 -2.132 0.632 -0.086 0.824
H -4.628 6.961 -0.033 -0.071 0.035 0.107
C -9.642 6.770 0.160 -0.068 0.134 -0.318
O 2.360 0.195 -2.106 -0.567 1.202 0.642
H -3.676 -4.855 4.913 0.022 0.027 0.032
H -4.198 6.053 2.258 -0.025 -0.073 0.028
H -7.765 0.083 0.096 0.007 0.019 -0.083
H -5.322 1.796 0.794 -0.122 0.013 0.104
C 2.278 -0.689 -0.956 -2.873 -2.034 -0.640
C 8.483 -4.592 -2.159 -0.160 0.127 -0.453
C -1.641 -4.699 4.202 -0.247 -0.072 0.150
H 6.568 -6.947 -3.701 -0.030 0.121 -0.001
H -0.377 -2.999 4.679 -0.003 0.040 -0.053
C 7.207 -6.567 -2.901 0.070 -0.295 -0.004
H 8.232 -5.142 -4.177 0.045 0.049 0.054
C -4.151 4.885 -0.295 0.004 0.042 -0.024
C -4.962 -0.117 -0.108 -0.101 0.128 0.057
H 9.008 -7.216 -1.866 0.004 0.051 -0.050
H -5.908 0.435 1.735 -0.108 0.134 0.015
C 3.691 -2.579 -0.936 0.249 -0.471 -1.093
H -11.233 6.773 -1.210 0.084 0.093 0.023
H 5.672 -1.841 -1.249 -0.058 -0.441 -0.296
H 8.809 3.559 -0.641 -0.053 0.031 0.113
C 5.019 -2.575 -1.754 -1.399 -1.557 0.448
C 3.725 -3.330 0.401 0.379 1.204 0.132
C -7.147 1.614 -1.202 -0.248 -0.129 0.170
C 8.396 2.536 1.205 -0.217 -0.231 -0.208
C -9.570 3.834 -0.362 0.023 0.012 0.021
C -1.057 -2.829 2.697 0.180 -0.028 0.043
C 9.249 1.481 -0.952 -0.014 0.020 -0.030
H 4.794 -2.317 -2.802 0.193 0.113 0.618
F 0.146 -0.104 0.294 1.470 -0.054 -0.132
H 9.408 2.630 1.603 -0.028 -0.065 0.037
N -9.089 7.236 1.053 -0.021 -0.109 -0.080
H 3.975 1.919 1.264 0.200 0.083 -0.078
H -3.987 -0.245 0.356 -0.058 -0.045 -0.004
H -9.029 4.175 0.524 -0.004 0.036 -0.025
```
Forces are in eV/Å.

The structure (SMILES) is CC(C)=N[C@@]1(CCO)OC(=O)O[C@@]1(F)CC(=O)F.CCCC#N.CCCC#N.CCCC#N.CCCC#N.CCCC#N.CCCC#N. The HOMO energy is -8.87 eV. Its spin multiplicity is 1. The frontier orbital gap comes out at 8.55 eV.

---

3.
C2F2O4S | wB97M-V/def2-TZVPD

```
9
Properties=species:S:1:pos:R:3:forces:R:3
O -1.676 0.256 0.653 -0.103 -0.077 -0.530
O -0.234 -0.980 -0.861 -2.287 2.164 1.302
C -0.612 -0.129 -0.103 1.392 -1.024 -1.020
O 1.255 -2.603 0.057 0.621 -0.985 0.162
S 2.212 -1.949 -0.775 0.035 1.662 0.767
O 2.411 -0.539 -0.484 0.401 -1.273 -0.503
C -0.529 1.106 0.657 0.322 1.192 0.151
F -0.003 1.266 1.899 -0.553 0.125 -1.942
F -0.674 2.308 -0.014 0.172 -1.784 1.614
```
Forces are in eV/Å.

The HOMO energy is -11.56 eV. Its spin multiplicity is 1. The frontier orbital gap comes out at 10.42 eV.